C28H47N5O6 | ωB97M-V/def2-TZVPD

SMILES: O=COCC[C@H]1OC(=O)O[C@@H]1CCO.CCCC#N.CCCC#N.CCCC#N.CCCC#N.CCCC#N
gap between HOMO and LUMO: 10.23 eV
maximum force: 0.1805 hartree/bohr
2S+1: 1

Geometry (Å):
O: 2.471 -5.730 2.925
C: 1.870 -6.029 1.755
O: 1.369 -5.023 0.805
C: -0.020 -4.630 1.089
C: -0.930 -5.078 -0.199
C: -1.544 -6.596 -0.116
O: -0.592 -7.461 -0.884
C: -0.305 -8.564 0.060
O: 0.867 -9.203 0.123
O: -1.540 -8.729 0.894
C: -1.754 -7.321 1.339
C: -3.062 -6.968 2.262
C: -3.902 -5.630 1.773
O: -4.704 -5.830 0.555
H: 1.809 -7.181 1.481
H: -0.416 -4.999 2.129
H: -0.046 -3.437 1.131
H: -0.262 -4.904 -1.169
H: -1.841 -4.342 -0.274
H: -2.477 -6.615 -0.847
H: -0.804 -7.179 2.046
H: -2.639 -6.694 3.344
H: -3.777 -7.897 2.433
H: -4.656 -5.381 2.653
H: -3.183 -4.684 1.696
H: -5.212 -6.689 0.646
C: 3.424 -1.179 -0.462
C: 2.300 -0.674 -1.356
C: 1.169 0.000 -0.578
C: 0.463 -0.937 0.305
N: -0.092 -1.677 1.008
H: 3.073 -1.957 0.224
H: 4.224 -1.611 -1.072
H: 3.851 -0.364 0.131
H: 1.907 -1.509 -1.948
H: 2.718 0.051 -2.065
H: 0.453 0.423 -1.294
H: 1.565 0.837 0.007
C: -2.865 2.199 -2.134
C: -2.450 2.523 -3.563
C: -2.430 1.299 -4.477
C: -1.412 0.318 -4.076
N: -0.612 -0.460 -3.755
H: -2.154 1.520 -1.654
H: -2.905 3.115 -1.537
H: -3.856 1.734 -2.110
H: -1.463 3.003 -3.551
H: -3.156 3.255 -3.973
H: -2.222 1.628 -5.503
H: -3.418 0.826 -4.491
C: 4.487 -2.079 4.945
C: 5.005 -2.727 3.668
C: 5.906 -1.805 2.847
C: 5.185 -0.635 2.328
N: 4.616 0.293 1.923
H: 3.854 -1.213 4.727
H: 3.886 -2.795 5.513
H: 5.315 -1.750 5.581
H: 4.153 -3.061 3.062
H: 5.575 -3.624 3.939
H: 6.317 -2.373 2.003
H: 6.758 -1.479 3.453
C: -0.070 6.378 1.177
C: -1.160 5.694 1.993
C: -1.860 4.566 1.237
C: -2.609 5.055 0.072
N: -3.196 5.440 -0.853
H: -0.482 6.868 0.290
H: 0.426 7.145 1.780
H: 0.687 5.657 0.854
H: -1.892 6.445 2.317
H: -0.706 5.279 2.901
H: -2.555 4.062 1.920
H: -1.127 3.816 0.921
C: -1.458 9.980 -3.660
C: -0.455 8.876 -3.969
C: -0.268 7.893 -2.814
C: 0.328 8.527 -1.631
N: 0.793 9.030 -0.693
H: -1.120 10.607 -2.829
H: -1.585 10.627 -4.534
H: -2.435 9.561 -3.402
H: 0.507 9.329 -4.241
H: -0.807 8.322 -4.848
H: 0.387 7.078 -3.148
H: -1.229 7.439 -2.550

C28H47N8O7 | ωB97M-V/def2-TZVPD

gap between HOMO and LUMO: 3.81 eV
maximum force: 0.3238 hartree/bohr
2S+1: 1
charge: +1
energy relative to the best compared isomer or geometry (same formula, charge and spin): 59.6 kcal per mole

Geometry (Å):
C: 3.181 -2.961 -0.519
C: 2.319 -1.981 0.344
C: 3.264 -1.547 1.604
C: 2.788 -0.293 2.366
C: 2.521 0.836 1.344
C: 1.504 0.431 0.270
N: 1.751 -0.856 -0.354
O: 1.390 -1.065 -1.581
C: 1.493 1.579 -0.877
C: 0.116 0.399 0.933
C: 1.109 -2.921 0.997
H: 2.510 -3.326 -1.273
H: 3.532 -3.834 0.131
H: 3.854 -2.343 -0.955
H: 4.034 -1.136 1.076
H: 3.451 -2.476 2.155
H: 3.577 0.062 3.174
H: 1.898 -0.403 2.690
H: 3.511 0.793 1.010
H: 2.252 1.758 1.831
H: 2.336 1.690 -1.450
H: 1.335 2.544 -0.440
H: 0.896 1.514 -1.789
H: 0.101 -0.382 1.802
H: -0.741 0.129 0.258
H: 0.009 1.315 1.433
H: 0.505 -2.433 1.854
H: 1.600 -3.662 1.591
H: 0.765 -3.094 0.098
N: 2.405 2.327 4.542
C: 2.787 3.453 3.875
C: 1.540 4.001 3.158
C: 0.353 3.005 3.500
C: 1.026 1.896 4.321
H: 3.161 1.829 5.089
H: 3.689 4.034 3.845
H: 1.693 4.749 2.520
H: -0.730 2.945 3.508
H: 0.621 1.026 4.644
N: -2.517 2.548 -0.438
C: -3.398 2.748 0.728
C: -2.748 3.928 1.421
C: -1.448 4.280 0.657
C: -1.522 3.371 -0.589
H: -2.828 1.964 -1.331
H: -4.297 2.277 0.967
H: -3.144 4.471 2.095
H: -0.831 5.166 0.805
H: -0.800 3.414 -1.235
N: -4.096 1.055 -2.786
C: -3.038 1.637 -3.484
C: -1.689 0.858 -3.009
C: -2.234 -0.286 -2.120
C: -3.778 -0.098 -1.991
H: -5.043 1.148 -2.939
H: -3.245 2.287 -4.151
H: -0.718 1.092 -3.576
H: -1.711 -1.228 -1.761
H: -4.629 -0.659 -1.532
N: -0.901 -4.956 -5.090
C: -0.126 -6.020 -5.461
C: 0.670 -6.450 -4.254
C: 0.343 -5.368 -3.223
C: -0.750 -4.488 -3.785
H: -1.509 -4.398 -5.536
H: 0.004 -6.355 -6.513
H: 1.246 -7.248 -4.236
H: 0.648 -5.122 -2.174
H: -1.215 -3.626 -3.311
C: 2.768 6.154 -2.824
N: 1.835 5.004 -2.804
O: 2.175 4.074 -3.520
O: 0.962 5.068 -1.982
H: 2.294 6.986 -2.502
H: 3.108 6.300 -3.590
H: 3.548 6.134 -2.099
C: -2.907 -5.073 -0.110
N: -2.898 -3.638 0.267
O: -1.813 -3.129 0.520
O: -3.954 -3.045 0.332
H: -3.413 -5.084 -0.997
H: -3.487 -5.446 0.796
H: -1.880 -5.449 -0.222
C: -2.319 0.202 4.087
N: -1.810 -1.084 4.480
O: -2.580 -1.975 4.852
O: -0.654 -1.335 4.222
H: -1.640 0.846 4.610
H: -3.388 0.405 4.570
H: -2.082 0.528 3.068

C28H48B4F8N5O3V | ωB97M-V/def2-TZVPD

gap between HOMO and LUMO: 1.18 eV
maximum force: 0.1232 hartree/bohr
2S+1: 1
charge: +2

Geometry (Å):
O: 0.135 -5.389 -5.539
V: -1.083 -4.450 -6.125
O: -2.294 -5.425 -6.266
B: -0.427 -3.047 -9.658
H: -1.448 -2.966 -9.320
H: 0.227 -2.472 -9.021
H: -0.148 -4.082 -9.538
H: -0.330 -2.714 -10.680
B: -1.904 -1.795 -3.724
H: -2.043 -1.082 -2.927
H: -1.638 -1.356 -4.673
H: -1.102 -2.447 -3.414
H: -2.784 -2.414 -3.806
C: 9.310 -1.450 1.156
N: 8.375 -0.411 0.568
C: 7.197 -0.099 1.054
C: 6.405 0.882 0.462
C: 6.748 1.467 -0.761
C: 8.072 1.190 -1.217
C: 8.796 0.227 -0.572
C: 5.748 2.196 -1.599
C: 6.011 3.429 -2.111
C: 5.029 4.123 -2.904
N: 3.877 3.474 -3.174
C: 3.447 2.317 -2.508
C: 4.395 1.724 -1.616
C: 2.973 4.123 -4.134
H: 8.691 -2.345 1.227
H: 9.475 -1.238 2.212
H: 10.249 -1.596 0.623
H: 6.882 -0.642 1.933
H: 5.534 1.323 0.924
H: 8.322 1.611 -2.179
H: 9.814 -0.016 -0.838
H: 7.014 3.802 -1.964
H: 5.252 5.066 -3.382
H: 2.435 2.021 -2.744
H: 4.219 0.705 -1.303
H: 2.172 4.568 -3.544
H: 2.615 3.395 -4.862
H: 3.530 4.955 -4.565
C: -0.811 -3.471 3.201
N: -0.694 -2.355 4.171
C: -0.941 -2.639 5.462
C: -0.640 -1.669 6.481
C: -0.224 -0.400 6.022
C: -0.149 -0.100 4.643
C: -0.344 -1.119 3.693
C: 0.231 0.639 6.960
C: 1.349 0.421 7.910
C: 1.716 1.396 8.854
N: 1.199 2.672 8.736
C: 0.203 2.935 7.876
C: -0.277 1.946 6.978
C: 1.756 3.712 9.701
H: -0.344 -3.287 2.233
H: -1.871 -3.464 2.946
H: -0.496 -4.389 3.695
H: -1.329 -3.613 5.723
H: -0.737 -1.853 7.541
H: 0.198 0.874 4.330
H: -0.356 -0.976 2.622
H: 1.848 -0.535 7.952
H: 2.601 1.346 9.471
H: -0.145 3.957 7.900
H: -1.036 2.276 6.284
H: 1.221 3.485 10.624
H: 1.580 4.668 9.208
H: 2.831 3.533 9.686
C: -7.872 -2.043 -2.215
C: -8.328 -0.673 -2.553
C: -9.557 -0.320 -1.777
O: -9.870 1.057 -1.733
C: -11.104 1.430 -1.147
N: -7.243 0.251 -2.184
H: -6.343 0.113 -2.624
H: -7.508 1.129 -2.607
H: -7.150 0.357 -1.184
H: -8.732 -2.712 -2.249
H: -7.281 -2.370 -1.360
H: -7.533 -2.474 -3.157
H: -8.652 -0.588 -3.590
H: -9.454 -0.692 -0.758
H: -10.474 -0.828 -2.075
H: -11.754 1.309 -2.013
H: -11.115 2.507 -0.976
H: -11.457 0.760 -0.363
B: -4.467 4.359 -5.195
F: -4.194 4.158 -3.894
F: -3.942 5.533 -5.725
F: -3.946 3.334 -5.879
F: -5.781 4.394 -5.213
B: 3.939 -5.420 0.022
F: 3.338 -6.354 -0.813
F: 3.677 -5.757 1.232
F: 5.330 -5.390 -0.061
F: 3.385 -4.224 -0.301

In a.u., the electronic energy values for the records above are, in order, -1820.05668, -2058.63023, -3436.68332.